91
Properties=species:S:1:pos:R:3:forces:R:3:mulliken_charge:R:1 method="wB97M-V/def2-TZVPD" homo_energy_ev=-7.15 multiplicity=1 fmax_ev_per_a=0.90 de_lowest_kcal_mol=0.00 e_tot_ev=-124865.9969 lumo_energy_ev=-0.30
W 0.66572 -0.36185 0.97441 0.5 -0.5 -0.5 0.096
S 3.12040 -0.07319 0.59952 -0.1 0.0 0.0 -0.057
C 3.40137 1.31595 -0.41981 0.0 0.0 0.0 0.514
C 4.68951 1.61521 -0.86578 0.0 0.0 0.0 -0.847
C 4.90426 2.69104 -1.70763 0.0 0.0 0.0 -0.604
C 3.83605 3.48585 -2.11469 0.0 0.0 0.0 -0.716
C 2.55772 3.19906 -1.66864 0.0 0.0 0.0 -0.666
C 2.34043 2.11699 -0.81697 0.0 0.0 0.0 0.305
S 0.73190 1.75921 -0.22738 0.0 -0.1 0.0 -0.176
H 5.51700 0.99109 -0.55221 0.0 0.0 0.0 0.455
H 5.90646 2.90919 -2.05300 0.0 0.0 0.0 0.374
H 4.00107 4.32664 -2.77538 0.0 0.0 0.0 0.378
H 1.71965 3.81650 -1.97016 0.0 0.0 0.0 0.483
N -4.48466 2.54474 6.61774 0.0 0.0 0.0 -0.536
C -3.82234 1.52198 5.95195 0.0 -0.1 0.0 1.102
C -4.53991 0.52232 5.29420 0.0 0.0 0.0 -0.794
C -3.87731 -0.45631 4.57431 0.0 0.0 0.0 -0.430
C -2.49187 -0.44575 4.50236 0.0 0.0 0.0 -0.388
C -1.76610 0.53672 5.16711 0.0 0.0 0.0 -0.543
C -2.42542 1.51593 5.87934 0.0 0.0 0.0 -0.543
S -1.64951 -1.72250 3.62765 -0.1 -0.2 0.1 1.227
O -0.52436 -2.13362 4.40889 0.0 0.0 -0.1 -0.728
O -2.66252 -2.66967 3.23476 0.1 0.0 0.1 -0.690
N -1.08509 -1.03234 2.25759 0.1 0.1 0.2 -0.305
C -1.98099 -0.56895 1.36798 0.0 0.1 -0.1 0.693
S -3.66924 -0.77979 1.12974 0.0 0.0 0.0 -0.105
C -3.54744 0.18696 -0.31089 0.0 0.0 0.0 -0.808
C -2.27491 0.56620 -0.54112 0.1 0.0 0.1 -1.034
N -1.40293 0.15506 0.43718 -0.2 0.0 -0.1 -0.110
H -5.41888 2.32473 6.92425 0.0 0.0 0.0 0.219
H -3.94942 3.01264 7.33133 0.0 0.0 0.0 0.223
H -5.62189 0.51346 5.34894 0.0 0.0 0.0 0.353
H -4.42977 -1.24172 4.07751 0.0 0.0 0.0 0.593
H -0.68622 0.53746 5.10542 0.0 0.0 0.0 0.265
H -1.86016 2.29306 6.38011 0.0 0.0 0.0 0.314
H -4.41924 0.39861 -0.90518 0.0 0.0 0.0 0.539
H -1.90130 1.13023 -1.37642 0.0 0.0 -0.1 0.418
N -0.93456 2.04603 2.44024 -0.1 0.1 0.3 0.089
C -1.62907 2.81832 2.94469 0.1 -0.1 -0.3 -0.007
N -2.43669 3.70534 3.51860 -0.1 0.1 0.2 0.057
C -3.87488 3.44756 3.33261 -0.1 0.0 -0.1 -0.246
C -4.33478 4.02074 2.00342 0.0 0.0 0.0 -0.566
O -4.01778 5.39942 1.91310 0.0 0.0 0.0 -0.441
C -2.61896 5.61441 1.99406 0.0 0.0 0.0 -0.462
C -2.07524 5.11773 3.32413 0.0 0.0 -0.1 -0.702
H -4.40283 3.91805 4.16450 0.0 0.0 0.0 0.278
H -4.04191 2.37160 3.37861 0.0 0.0 0.0 0.024
H -5.41618 3.93790 1.89979 0.0 0.0 0.0 0.411
H -3.85866 3.47186 1.17818 0.0 0.0 0.0 0.293
H -2.45642 6.68607 1.88705 0.0 0.0 0.0 0.379
H -2.11069 5.09570 1.16931 0.0 0.0 0.0 0.283
H -2.51111 5.68529 4.14824 0.0 0.0 0.0 0.356
H -0.99066 5.21168 3.36473 0.0 0.0 0.0 0.476
C 2.69014 -0.79463 5.87335 0.1 0.1 0.0 -0.585
O 2.60409 -1.57912 4.68010 -0.1 -0.1 0.0 -0.366
C 2.04525 -1.06644 3.61054 0.0 0.0 0.0 0.767
S 1.50780 0.50569 3.42928 -0.1 0.1 0.0 -0.237
S 1.87716 -2.11794 2.28588 -0.1 0.1 -0.1 -0.230
H 2.70674 -1.50476 6.69445 0.0 0.0 0.0 0.269
H 1.83288 -0.12976 5.95881 0.0 0.0 0.0 0.219
H 3.61137 -0.21357 5.85130 0.0 0.0 0.0 0.289
C -1.10049 -3.80995 0.29573 0.0 0.0 0.0 -0.896
C -0.16383 -3.77245 -0.87626 0.0 0.0 -0.1 1.125
C -0.10602 -4.83094 -1.77048 0.0 0.0 0.0 -0.975
C 0.76130 -4.80307 -2.85371 0.0 0.0 0.0 -0.940
C 1.57949 -3.70600 -3.05738 0.0 0.0 0.0 -0.734
C 1.55155 -2.61179 -2.19873 0.0 -0.1 0.0 0.528
C 2.43529 -1.43260 -2.47776 0.0 0.0 0.0 -1.023
C 0.67204 -2.66365 -1.10704 -0.1 0.0 0.0 0.576
N 0.57177 -1.58684 -0.24358 0.1 0.2 0.1 0.969
H -1.50509 -4.81205 0.42769 0.0 0.0 0.0 0.508
H -1.94230 -3.12639 0.15439 0.0 0.0 0.0 0.116
H -0.60304 -3.51978 1.22082 0.0 0.0 0.0 0.012
H -0.74289 -5.69116 -1.60478 0.0 0.0 0.0 0.431
H 0.79920 -5.64098 -3.53786 0.0 0.0 0.0 0.428
H 2.25259 -3.68035 -3.90640 0.0 0.0 0.0 0.478
H 3.44797 -1.61541 -2.11515 0.0 0.0 0.0 0.470
H 2.07375 -0.52907 -1.99380 0.0 0.0 0.0 -0.355
H 2.48825 -1.25760 -3.55421 0.0 0.0 0.0 0.419
N 0.37101 -0.56567 -8.49413 0.0 0.0 0.0 -0.472
C 0.18255 -0.50700 -7.36296 0.0 0.0 -0.1 -0.149
C -0.05410 -0.43237 -5.94684 0.0 0.0 0.1 0.710
C 0.36254 0.67788 -5.22204 0.0 0.0 0.0 -0.707
C 0.10927 0.69472 -3.85962 0.1 0.0 0.1 -0.178
N -0.51138 -0.29003 -3.21586 -0.1 0.0 0.0 0.127
C -0.90016 -1.34780 -3.92257 0.0 0.0 0.0 -0.362
C -0.69917 -1.47305 -5.28770 0.0 0.1 0.0 -0.763
H 0.87645 1.49723 -5.70384 0.0 0.0 0.0 0.489
H 0.43788 1.52862 -3.24688 0.0 0.0 0.0 0.335
H -1.38196 -2.14550 -3.36750 0.0 0.0 0.0 0.514
H -1.02655 -2.35343 -5.82168 0.0 0.0 0.0 0.493